16
Properties=species:S:1:pos:R:3:forces:R:3:lowdin_spin:R:1 method="wB97M-V/def2-TZVPD" charge=+1 lumo_ev="-3.46 / -8.97" multiplicity=2
H 0.13142 0.57010 -0.46963 -1.758 -0.903 0.827 0.015
O 0.35994 1.33954 -1.45859 1.435 -0.643 0.579 0.753
N -0.59202 -0.30483 0.08065 2.084 1.038 2.567 0.172
H -0.37517 1.77658 -1.86911 -1.198 0.686 -0.576 0.014
H -0.57696 -1.05444 -0.55157 0.016 -1.473 -1.087 0.000
C -1.93864 0.09845 0.44556 -2.685 -1.862 1.992 0.012
H -2.79303 -0.23542 -0.18867 1.142 -0.717 0.128 0.002
H -2.20780 -0.18397 1.56293 0.782 0.387 -2.390 0.006
H -2.10813 1.10769 0.36985 0.387 2.777 0.139 0.005
C 0.19547 -0.70567 1.38758 4.370 1.589 -3.699 0.013
H 1.33662 -0.87346 1.09475 -2.362 0.256 0.105 0.001
H 0.28570 0.12583 2.03302 -0.720 0.901 0.683 0.000
H -0.06804 -1.59030 1.83121 -1.588 -2.028 0.805 0.006
O 2.82987 -0.40106 -1.34709 -0.491 -1.513 0.554 0.000
H 3.48901 0.25530 -1.43039 1.430 0.997 -0.136 0.000
H 2.03180 0.07564 -1.49048 -0.842 0.506 -0.491 0.000

=====

17
Properties=species:S:1:pos:R:3:forces:R:3:mulliken_charge:R:1 method="wB97M-V/def2-TZVPD" charge=0 lumo_ev=0.41 smiles=NCCS.O.O
N 0.16942 -0.68076 -1.07998 0.541 0.747 -0.846 -0.590
C 0.68527 0.44680 -0.25256 4.879 -4.467 -1.400 -0.336
C 1.93631 1.06792 -1.03283 1.690 -0.598 3.790 -0.740
S 2.27351 2.84918 -0.60049 -0.898 -0.901 -0.327 -0.215
H 0.94475 -1.28801 -1.40459 -0.812 0.618 0.534 0.238
H -0.52718 -1.23569 -0.61712 -0.257 -0.129 0.171 0.174
H 1.12678 -0.08325 0.63457 -0.280 1.205 -0.052 0.236
H 0.00820 1.12732 0.04354 -2.595 2.328 0.526 0.401
H 2.93870 0.52704 -0.68691 -2.083 1.048 -0.212 0.281
H 1.99058 0.83062 -2.04084 -0.808 0.183 -2.147 0.453
H 0.96173 3.20969 -0.58117 0.538 -0.003 -0.109 0.104
O -2.29287 -2.67369 0.79366 -0.791 0.206 0.242 -0.647
H -2.34693 -1.85461 1.33140 0.298 -0.552 -0.610 0.366
H -1.38915 -2.93203 0.64757 0.472 0.066 0.240 0.291
O -2.30643 0.01468 1.40510 2.640 -2.914 -2.084 -0.650
H -1.34898 0.06377 1.59564 -1.066 0.595 0.253 0.362
H -2.82370 0.61102 1.84501 -1.469 2.568 2.032 0.273

=====

17
Properties=species:S:1:pos:R:3:forces:R:3:mulliken_charge:R:1 method="wB97M-V/def2-TZVPD" charge=0 lumo_ev=0.36 smiles="C=NC.O.O.O"
C 0.48307 -0.58796 2.44964 1.505 0.211 0.299 -0.466
N 1.04588 -1.14911 1.46630 -3.064 -0.297 -1.359 -0.219
C 1.61021 -0.32056 0.42020 1.855 -0.093 0.984 -0.752
H -0.38401 -1.00581 2.96463 0.646 -0.408 0.443 0.228
H 0.97060 0.29884 2.89354 -0.906 0.551 -0.389 0.330
H 2.53129 -0.81137 0.12423 0.473 0.322 -0.128 0.288
H 1.04594 -0.25909 -0.51431 -0.656 -0.296 0.551 0.242
H 1.78482 0.69367 0.80309 0.232 0.077 -0.287 0.342
O 0.29616 3.51617 -6.21342 0.045 0.661 -0.299 -0.632
H 0.27941 2.58014 -6.35901 -0.020 -0.763 -0.173 0.316
H 0.25889 3.61577 -5.26670 -0.028 0.103 0.471 0.316
O -2.19896 0.48366 0.90235 -0.335 0.072 0.047 -0.645
H -1.39943 0.99926 1.02712 0.137 -0.227 -0.042 0.304
H -1.96891 -0.45637 0.86905 0.184 0.056 -0.078 0.388
O -1.78804 -2.53397 1.24573 -0.114 -0.021 -0.385 -0.686
H -0.89098 -2.80357 1.03971 0.401 -0.069 -0.444 0.346
H -1.67595 -2.25970 2.14786 -0.355 0.121 0.788 0.300

=====

18
Properties=species:S:1:pos:R:3:forces:R:3:mulliken_charge:R:1 method="wB97M-V/def2-TZVPD" charge=0 lumo_ev=0.47 smiles="CC(N)=O.O.O.O"
C -0.21928 -0.26574 2.03953 0.661 -3.938 -0.597 -1.140
C -0.94904 0.01434 0.74139 -1.233 2.772 -0.506 0.828
N -0.19664 0.79751 -0.16262 -1.024 -1.779 0.082 -0.512
O -2.16230 -0.13706 0.58622 1.222 -0.676 0.023 -0.626
H -0.62689 -1.10730 2.68022 -0.120 1.208 -0.957 0.295
H 0.78991 -0.63439 1.80355 -0.082 -0.160 -0.269 0.286
H 0.04396 0.52313 2.64935 -0.289 2.261 1.127 0.362
H 0.76102 0.85540 0.22762 -0.583 0.413 -1.708 0.183
H -0.69530 1.02789 -1.16042 1.960 -0.415 3.212 0.377
O 3.21599 -0.49081 0.26373 -1.923 1.466 0.375 -0.619
H 3.94650 -1.04869 0.19680 1.943 -1.340 -0.159 0.300
H 2.47237 -1.03899 -0.01729 -0.011 -0.077 -0.188 0.326
O -1.83453 2.19980 -1.62319 -2.331 1.129 1.329 -0.685
H -1.93695 2.51200 -0.69496 1.707 -0.099 -0.175 0.326
H -2.81399 2.16809 -1.62615 0.207 -0.710 -1.614 0.334
O 1.38826 -1.97758 -1.27738 -2.781 -0.208 -1.654 -0.695
H 0.79950 -1.32748 -1.77124 1.421 -0.469 1.032 0.324
H 0.78703 -2.75858 -1.42962 1.257 0.621 0.647 0.335

=====

Among the records above, which one has the highest charge? C2H11NO2

=====

Among the records above, which one has the highest charge? C2H11NO2

=====

Copy entry 3 word for word.
17
Properties=species:S:1:pos:R:3:forces:R:3:mulliken_charge:R:1 method="wB97M-V/def2-TZVPD" charge=0 lumo_ev=0.36 smiles="C=NC.O.O.O"
C 0.48307 -0.58796 2.44964 1.505 0.211 0.299 -0.466
N 1.04588 -1.14911 1.46630 -3.064 -0.297 -1.359 -0.219
C 1.61021 -0.32056 0.42020 1.855 -0.093 0.984 -0.752
H -0.38401 -1.00581 2.96463 0.646 -0.408 0.443 0.228
H 0.97060 0.29884 2.89354 -0.906 0.551 -0.389 0.330
H 2.53129 -0.81137 0.12423 0.473 0.322 -0.128 0.288
H 1.04594 -0.25909 -0.51431 -0.656 -0.296 0.551 0.242
H 1.78482 0.69367 0.80309 0.232 0.077 -0.287 0.342
O 0.29616 3.51617 -6.21342 0.045 0.661 -0.299 -0.632
H 0.27941 2.58014 -6.35901 -0.020 -0.763 -0.173 0.316
H 0.25889 3.61577 -5.26670 -0.028 0.103 0.471 0.316
O -2.19896 0.48366 0.90235 -0.335 0.072 0.047 -0.645
H -1.39943 0.99926 1.02712 0.137 -0.227 -0.042 0.304
H -1.96891 -0.45637 0.86905 0.184 0.056 -0.078 0.388
O -1.78804 -2.53397 1.24573 -0.114 -0.021 -0.385 -0.686
H -0.89098 -2.80357 1.03971 0.401 -0.069 -0.444 0.346
H -1.67595 -2.25970 2.14786 -0.355 0.121 0.788 0.300

=====

What is the charge in the second record? 0